[1]
Molecular formula: C40H48Cl2N2O5P2PmSi
Method: DFT, the ωB97M-V functional and the def2-TZVPD basis

Structure (XYZ):
```
101
Properties=species:S:1:pos:R:3:forces:R:3
Pm 11.89442 15.93689 12.13438 -1.4 -1.4 1.8
C 13.31949 16.51248 16.14655 -0.7 0.4 -0.7
C 11.94747 15.95760 15.97079 -2.2 -0.5 -0.9
C 11.05315 15.78204 17.02661 2.2 1.0 -0.3
C 9.69530 15.53551 16.83246 -0.1 -0.5 1.2
C 9.19262 15.47768 15.57981 0.3 -1.0 -1.0
C 10.19624 15.37364 14.49074 -1.5 0.4 -0.2
N 11.50994 15.70856 14.67959 -0.1 -0.1 1.0
N 9.88037 15.00701 13.22668 -0.8 -0.5 -0.9
Si 8.28261 14.24965 12.73555 0.6 0.4 1.4
C 6.85391 15.47501 13.03638 -0.8 0.4 -0.7
C 7.85097 12.73572 13.85837 1.3 0.8 -0.3
C 8.38209 13.65185 10.92960 0.4 0.7 1.1
H 14.07126 15.83777 15.77098 0.3 -0.3 -0.2
H 13.49062 16.66009 17.20971 0.2 0.5 -0.1
H 13.32373 17.42789 15.49563 0.4 -0.4 1.0
H 11.47285 16.08980 17.97515 -0.3 -0.5 0.4
H 9.09485 15.29906 17.73492 0.1 0.7 -0.7
H 8.09297 15.32664 15.46931 1.2 0.0 -0.5
H 5.97617 15.28162 12.35534 0.9 0.1 0.4
H 7.09705 16.55306 12.92219 0.1 -0.6 0.0
H 6.42591 15.37652 14.04076 0.2 -0.1 -0.1
H 6.81106 12.79225 14.06662 -1.1 0.1 0.3
H 8.40415 12.69731 14.82895 -0.5 -0.1 -0.9
H 7.99124 11.84367 13.25640 0.3 -0.4 0.2
H 7.42533 13.67504 10.38604 0.5 0.2 0.1
H 8.75620 12.63569 10.96878 0.1 -0.3 -0.2
H 9.18724 14.29151 10.53743 -0.5 -0.2 -0.6
Cl 12.34850 23.44816 13.29453 -0.1 0.3 -0.1
C 11.95420 21.79729 13.01114 0.8 -1.2 -0.5
C 10.81189 21.24981 13.65191 0.3 -0.1 -0.4
C 10.44453 19.92686 13.51120 0.3 0.8 0.1
C 11.29033 19.07294 12.77118 0.7 -1.3 -0.3
O 10.91408 17.82860 12.59062 0.6 1.5 -0.1
C 12.58967 19.56208 12.26706 -1.7 1.5 -0.1
C 13.61757 18.76432 11.76558 0.5 -2.8 0.8
O 13.63965 17.45175 11.84314 0.3 3.2 -0.5
C 12.82093 20.99334 12.28077 -0.7 -0.3 1.2
H 10.25115 21.94877 14.24839 -0.3 -0.1 0.2
H 9.53926 19.53433 13.99178 0.5 0.1 -0.4
H 14.53377 19.32149 11.43556 -0.6 -0.8 0.0
H 13.73991 21.40319 11.85435 -0.3 -0.1 0.1
Cl 14.39736 14.62406 13.17293 0.0 -0.2 0.1
C 14.83334 12.98003 12.67645 1.0 0.9 -0.3
C 16.15994 12.84417 12.31572 1.3 0.5 -0.6
C 16.62878 11.62318 11.85497 -0.6 0.4 -0.1
C 15.75252 10.55440 11.75380 0.1 0.1 0.4
C 14.43051 10.71078 12.09606 -0.4 0.8 0.2
C 13.93712 11.96434 12.56851 -0.6 -1.6 -0.3
P 12.20562 12.27186 13.05355 0.0 -0.1 -0.1
C 11.39153 10.75354 12.37663 -0.1 -0.1 0.7
C 10.85948 9.81477 13.28903 1.2 1.5 -0.8
C 10.26075 8.69491 12.79703 -0.6 -2.1 2.3
C 10.27018 8.34116 11.47116 -0.1 0.9 -0.2
C 10.83198 9.22564 10.58094 0.3 1.1 -0.9
C 11.32828 10.47737 11.01292 0.1 -1.2 0.1
C 12.35864 11.93680 14.87684 -1.7 0.5 -0.9
C 11.20915 12.25118 15.61675 0.0 0.0 0.7
C 11.12008 11.99590 16.99598 1.8 -0.1 -0.6
C 12.27675 11.46151 17.64828 -1.7 0.1 -1.4
C 13.34537 11.07673 16.84054 0.4 0.0 1.5
C 13.40254 11.30886 15.49205 0.3 -0.2 -0.5
H 16.83828 13.71929 12.27585 -0.6 -0.6 0.3
H 17.62184 11.51747 11.47162 0.5 0.1 0.1
H 16.13346 9.59625 11.46367 0.0 -0.4 -0.3
H 13.76842 9.87014 11.94045 -0.2 0.1 0.3
H 11.10980 9.98968 14.32856 -0.7 -0.3 0.1
H 9.87534 7.96110 13.55620 0.2 0.7 -0.9
H 9.78050 7.45418 11.16046 -0.1 -0.8 -0.3
H 10.88799 9.00770 9.50582 -0.1 0.0 0.5
H 11.80269 11.08843 10.26166 0.0 0.4 0.0
H 10.36272 12.68408 15.09544 0.1 0.1 0.1
H 10.21235 12.24682 17.52182 0.0 0.0 0.2
H 12.21860 11.25955 18.70940 0.3 0.0 0.0
H 14.20702 10.60185 17.28190 0.1 -0.1 0.3
H 14.23841 10.95359 14.90625 0.2 0.0 0.1
C 11.97075 17.58407 5.50373 -0.2 0.0 0.0
C 12.57088 16.75852 6.63360 0.5 -0.4 -0.2
O 11.51088 16.42052 7.59322 0.7 0.0 0.6
P 11.78259 16.63531 9.18620 -0.1 0.9 -1.5
O 10.30168 16.34835 9.81123 -0.1 -0.2 -0.1
C 9.12810 17.09819 9.35463 -0.2 1.4 0.4
C 8.35110 16.41593 8.24757 -0.4 -1.1 0.1
O 12.37443 15.19087 9.75170 0.1 -0.2 0.0
C 13.37257 14.37401 9.03587 0.2 1.4 0.1
C 14.78314 14.96851 9.05348 -0.4 -0.5 1.3
H 12.70945 17.72187 4.69126 -0.4 0.1 0.5
H 11.56476 18.55651 5.84159 0.6 -0.4 0.0
H 11.10588 17.05301 5.09448 0.2 -0.1 0.0
H 13.48107 17.25142 7.08277 -1.2 -0.2 0.0
H 12.93753 15.76934 6.27010 -0.3 0.7 0.0
H 9.45147 18.13346 9.03880 -0.2 -1.0 0.3
H 8.42820 17.25601 10.21241 1.1 -0.4 -0.3
H 8.60680 15.33696 8.09659 -0.3 0.8 0.6
H 8.51883 16.84938 7.28600 0.2 0.5 -0.6
H 7.27781 16.52582 8.49729 0.5 -0.3 -0.3
H 13.02835 14.30641 8.00684 -0.1 -0.3 0.0
H 13.30985 13.43921 9.54349 0.1 -0.8 0.2
H 14.83292 15.83588 8.42519 0.2 0.4 -0.4
H 15.44346 14.18967 8.69941 0.3 -0.1 -0.4
H 15.16448 15.22953 10.06878 -0.6 -0.1 -0.6
```
Forces are in eV/Å.

spin multiplicity: 5
charge: +1
relative energy (zero: lowest compared OMol25 entry of this formula, charge and spin): 74.1 kJ/mol

***

[2]
Molecular formula: C24H13BrN5O5RuS2
Method: DFT, the ωB97M-V functional and the def2-TZVPD basis

Structure (XYZ):
```
51
Properties=species:S:1:pos:R:3:forces:R:3
Ru -0.79873 -0.43088 -0.27994 -0.4 -0.6 -0.4
O 2.03506 -2.67920 2.45034 0.0 0.0 0.0
C 2.10520 -1.74142 3.40713 -0.1 0.0 0.0
C 2.91203 -2.01091 4.51591 0.0 0.0 0.0
C 3.02208 -1.09718 5.54524 0.0 0.0 0.0
C 2.32902 0.10846 5.49145 0.0 0.0 0.0
C 1.53391 0.38045 4.39293 0.0 0.0 0.0
C 1.40798 -0.52149 3.33689 0.1 0.0 0.1
C 0.56051 -0.19525 2.16254 -0.2 0.1 -0.1
O 0.41249 -1.11953 1.26468 0.0 0.1 0.0
N 0.00455 0.98614 2.11520 0.2 -0.1 0.2
N -0.75349 1.11723 0.97058 0.0 0.1 -0.2
C -1.39673 2.21749 0.79368 0.2 -0.1 0.1
C -2.22347 2.53548 -0.33922 -0.1 0.1 -0.1
C -2.87752 3.78219 -0.28405 0.0 0.0 0.0
C -3.67092 4.26041 -1.29848 0.0 0.0 0.1
C -3.82407 3.46610 -2.44443 0.0 -0.1 -0.1
C -3.20258 2.24986 -2.54182 0.0 0.0 0.0
C -2.38320 1.71728 -1.50433 0.0 0.0 -0.1
O -1.84115 0.57079 -1.71582 0.1 0.0 0.2
H 1.38655 -2.34364 1.77719 0.0 0.0 0.0
H 3.43728 -2.95717 4.53936 0.0 0.0 0.0
H 3.64969 -1.32766 6.39893 0.0 0.0 0.0
H 2.40908 0.82635 6.29792 0.0 0.0 0.0
H 0.98669 1.31004 4.31762 0.0 0.0 0.0
H -1.28746 2.97178 1.57054 0.0 0.0 0.0
H -2.73640 4.37868 0.61180 0.0 0.0 0.0
H -4.16257 5.22102 -1.21561 0.0 0.0 0.0
H -4.44079 3.81556 -3.26599 0.0 0.0 0.0
H -3.31838 1.62633 -3.41953 0.0 0.0 0.0
S -2.83519 -0.97145 0.75042 0.0 0.2 0.1
C -2.83964 -2.53276 0.04745 0.3 0.0 -0.1
S -1.42014 -2.72888 -0.89453 -0.1 0.1 0.1
C -3.84047 -3.47939 0.24710 0.0 0.0 -0.1
C -3.77757 -4.75688 -0.36540 0.0 -0.1 0.0
N -3.74249 -5.80506 -0.84974 0.0 0.0 0.0
C -4.95930 -3.20732 1.07388 -0.1 0.0 0.0
N -5.87890 -2.99491 1.74033 0.0 0.0 0.0
Br 3.67120 -1.61933 -6.53159 0.0 0.0 0.0
C 3.62667 -0.61490 -4.91612 0.0 0.0 0.0
C 4.67091 0.24934 -4.63480 0.0 0.0 0.0
N 4.70696 0.98520 -3.52772 0.0 0.0 0.0
C 3.68391 0.87379 -2.68047 0.0 0.0 0.0
C 2.59919 0.02933 -2.88380 0.0 0.0 -0.1
C 2.57085 -0.74399 -4.03475 0.0 0.0 0.0
C 1.47140 -0.04384 -1.87604 0.0 0.1 0.1
O 1.43903 0.79806 -0.96313 0.1 0.1 -0.1
O 0.63019 -0.96251 -2.03869 0.0 0.1 0.1
H 5.50091 0.34578 -5.32594 0.0 0.0 0.0
H 3.70642 1.47973 -1.78365 0.0 0.0 0.0
H 1.74135 -1.41732 -4.20351 0.0 0.0 0.0
```
Forces are in eV/Å.

spin multiplicity: 2
charge: -2
relative energy (zero: lowest compared OMol25 entry of this formula, charge and spin): 9.1 kJ/mol

***

[3]
Molecular formula: C26H41Hg2NO18S2
Method: DFT, the ωB97M-V functional and the def2-TZVPD basis

Structure (XYZ):
```
90
Properties=species:S:1:pos:R:3:forces:R:3
Hg -17.71341 3.74984 -16.42971 1.3 -1.3 -1.4
Hg -16.36384 3.50798 -13.49226 1.9 0.6 0.7
C -13.94417 1.21305 -16.50187 -0.6 -1.0 0.3
C -14.58990 2.26155 -15.61844 1.8 1.8 0.0
O -15.96713 2.51904 -15.73093 -2.7 -0.6 0.5
H -12.87832 1.26722 -16.26816 0.1 0.4 -0.4
H -14.16369 1.30244 -17.56438 0.3 0.2 0.1
H -14.18511 0.20119 -16.17375 -0.4 0.0 -0.1
H -14.03718 3.18267 -15.86279 0.0 0.0 0.3
H -14.39419 2.03797 -14.56198 0.1 -0.1 -0.1
C -13.11249 3.03663 -10.67784 -1.6 0.9 0.0
C -13.52982 3.58469 -12.08494 1.7 -2.3 0.9
O -14.61503 4.39807 -12.26780 -1.6 -0.3 -0.5
H -12.28021 2.34491 -10.76348 0.1 0.2 -0.2
H -13.93021 2.47343 -10.22409 0.0 0.1 0.1
H -12.86268 3.88167 -10.03763 0.1 -0.2 0.2
H -13.64190 2.62279 -12.61050 0.0 0.1 -0.5
H -12.58148 3.98611 -12.46683 -0.4 0.7 -0.8
C -16.63420 -1.36390 -15.30583 -0.2 -0.2 0.2
C -17.61988 -0.36600 -15.89227 1.1 -0.4 -0.6
O -18.44527 -1.18115 -16.71476 -1.6 0.4 -0.7
S -17.91265 -2.67303 -17.01543 0.3 -0.3 2.4
O -17.77680 -2.95179 -18.40345 0.1 0.7 0.8
O -18.60209 -3.55058 -16.11686 0.5 0.6 -1.1
O -16.47580 -2.30522 -16.34180 0.3 -1.1 -1.2
H -17.06906 -1.83855 -14.42239 0.2 -0.1 0.0
H -15.63866 -0.98320 -15.10231 -0.1 0.2 0.2
H -17.12943 0.30419 -16.60084 0.1 0.4 0.4
H -18.12414 0.16171 -15.08397 -0.6 -0.1 -0.3
C -12.68163 -0.17659 -22.06636 0.6 -0.4 -0.2
C -11.46464 0.27889 -21.26630 0.5 -0.4 -0.4
O -11.92623 1.19385 -20.28717 -0.9 0.9 1.2
S -13.30231 1.85035 -20.69259 -0.2 0.2 -1.6
O -13.12415 2.92763 -21.63076 -0.1 -1.3 0.9
O -14.12058 2.14028 -19.53105 0.7 -1.0 -1.0
O -13.82334 0.49383 -21.49310 0.0 1.4 0.4
H -12.84438 -1.24951 -22.00573 -0.3 0.1 0.3
H -12.39114 0.03051 -23.09755 -1.2 0.5 -0.2
H -10.77551 0.83741 -21.89725 0.2 -0.3 0.0
H -11.01474 -0.58027 -20.77507 0.3 0.4 0.2
C -11.97718 -1.28479 -14.00666 1.3 -0.3 -0.1
C -11.13629 -2.31198 -13.52992 0.0 -0.1 0.6
C -10.26472 -2.09268 -12.47136 -0.6 1.2 -0.6
C -10.21833 -0.78018 -11.97728 0.9 -1.2 0.6
C -11.02178 0.24895 -12.36441 -0.8 -0.7 -0.7
C -11.90205 -0.02497 -13.43579 0.4 0.7 0.7
N -9.13963 -0.49506 -11.00795 0.9 0.4 0.9
O -8.89551 0.66226 -10.71051 -0.7 0.2 -0.4
O -8.49879 -1.42162 -10.57185 -0.3 -0.5 -0.2
H -12.42065 -1.44329 -14.98154 -0.6 0.0 0.2
H -11.07841 -3.30361 -13.95756 -0.4 0.1 -0.4
H -9.59423 -2.85278 -12.10429 0.0 0.0 0.0
H -10.95426 1.16986 -11.80760 0.1 0.2 -0.4
H -12.40008 0.84380 -13.85143 -0.4 -0.2 -0.1
O -9.01751 -2.15967 -17.61998 0.1 -0.5 -0.1
C -9.43288 -1.08323 -17.39497 -0.5 1.9 -0.8
O -9.93165 -0.24362 -18.44110 0.7 0.1 0.8
C -10.32029 1.03482 -17.90372 -0.2 0.6 0.2
C -9.74987 1.11798 -16.50331 1.2 -0.6 0.5
C -9.63261 -0.32913 -16.09411 -0.3 -1.4 0.5
H -11.39993 1.10264 -18.02508 -0.1 -0.1 0.6
H -9.93424 1.93843 -18.38124 0.3 -0.6 -1.0
H -10.11224 1.88287 -15.81736 -0.8 -0.4 0.0
H -8.69231 1.39772 -16.56249 0.0 0.3 -0.5
H -10.50989 -0.84726 -15.68582 0.0 0.6 -0.1
H -8.83857 -0.58574 -15.39432 0.1 0.2 -0.1
O -17.98417 2.17056 -18.06890 -0.4 0.2 2.0
C -17.71013 1.75981 -19.19550 1.6 1.9 -1.9
O -17.86416 2.56008 -20.23432 0.5 -0.8 1.0
C -17.22825 1.92244 -21.42751 -0.7 0.5 0.6
C -17.38038 0.45275 -21.05598 0.4 -1.0 -1.5
C -17.13169 0.39838 -19.55077 -1.9 1.0 0.2
H -16.22777 2.34538 -21.49612 0.1 -0.3 0.1
H -17.82492 2.33600 -22.23561 0.1 -0.6 -0.3
H -16.73002 -0.21664 -21.62075 0.4 0.3 0.2
H -18.35168 0.10151 -21.40642 -0.3 0.2 0.7
H -16.09198 0.22449 -19.28431 0.0 0.4 0.2
H -17.80563 -0.18793 -18.92136 0.3 -1.0 -0.5
O -11.08421 8.56802 -17.20341 0.5 -0.8 -0.2
C -11.35198 7.47533 -16.80369 0.6 1.0 0.9
O -12.63205 7.08479 -16.76342 -2.4 -0.7 -0.3
C -12.86722 6.14433 -15.72434 1.6 0.1 1.1
C -11.54371 5.34740 -15.66160 -0.1 0.1 -0.2
C -10.49151 6.38448 -16.15311 -1.5 -0.6 -0.3
H -13.72261 5.47728 -15.81899 -0.2 0.3 -0.8
H -13.00333 6.72217 -14.80700 -0.2 -0.1 0.1
H -11.67605 4.46829 -16.29608 0.4 0.1 -0.3
H -11.25824 4.98339 -14.67508 -0.3 0.0 0.1
H -9.89883 5.98210 -16.97092 0.7 0.1 0.5
H -10.01576 6.73606 -15.24278 0.8 0.4 -0.6
```
Forces are in eV/Å.

charge: +2
relative energy (zero: lowest compared OMol25 entry of this formula, charge and spin): 0.0 kJ/mol

***

[4]
Molecular formula: C18H21IN5S2Sc
Method: DFT, the ωB97M-V functional and the def2-TZVPD basis

Structure (XYZ):
```
48
Properties=species:S:1:pos:R:3:forces:R:3
Sc 0.53081 -0.04954 -0.15091 0.0 0.6 0.2
C 3.13390 -2.47059 -1.59508 0.0 0.0 0.0
C 2.69672 -1.76797 -0.34528 0.0 0.0 0.0
C 3.24367 -0.53471 0.03296 0.0 0.0 0.0
C 2.88643 0.07994 1.23362 0.0 0.0 0.0
C 1.96315 -0.53050 2.08582 0.1 0.0 0.0
C 1.42091 -1.76062 1.72687 0.0 -0.1 0.0
C 1.74701 -2.35372 0.50593 0.1 0.0 0.0
H 3.74150 -1.82689 -2.22749 0.0 0.0 0.0
H 2.28080 -2.82855 -2.17120 0.0 0.0 0.0
H 3.73620 -3.34021 -1.32576 0.0 0.0 0.0
H 3.98073 -0.06253 -0.60507 0.0 0.0 0.0
H 3.32394 1.03038 1.50515 0.0 0.0 0.0
H 1.70633 -0.05952 3.02556 0.0 0.0 0.0
H 0.73976 -2.26506 2.39901 0.0 0.0 0.0
H 1.31780 -3.31244 0.23840 0.0 0.0 0.0
S 1.26642 2.31292 -0.10716 0.0 -0.2 0.0
C -0.43509 2.54717 0.16069 0.0 -0.1 0.1
S -1.47996 1.39341 -0.61749 0.0 0.1 -0.1
C -0.88322 3.48900 1.05502 0.1 0.0 0.0
C 0.00908 4.38969 1.71376 -0.1 0.0 0.0
N 0.72346 5.09635 2.27135 0.0 0.0 0.0
C -2.21345 3.38514 1.53137 -0.1 0.0 0.0
N -3.25738 3.15432 1.96237 0.0 -0.1 0.0
N -3.95636 0.81009 3.30038 -0.1 0.1 -0.1
C -3.41162 -0.28965 2.43979 0.0 0.0 0.0
C -1.89590 -0.17218 2.26195 0.0 0.0 0.0
N -1.41000 -1.02498 1.14980 0.0 0.1 -0.1
H -4.96210 0.69155 3.43730 0.0 0.0 0.0
H -3.81782 1.75550 2.83037 0.1 0.0 0.1
H -3.52996 0.83025 4.22794 0.0 0.1 0.0
H -3.91292 -0.18973 1.47694 0.0 0.0 0.0
H -3.70027 -1.23846 2.88993 0.0 0.0 0.0
H -1.36956 -0.46092 3.17305 0.0 0.0 0.0
H -1.64484 0.86367 2.03400 0.0 0.0 0.0
H -2.09142 -0.94986 0.39735 0.0 0.0 0.0
H -1.39906 -2.00042 1.43759 0.0 0.0 0.0
I -2.37628 -1.35746 -5.12587 0.0 0.0 0.0
C -0.60953 -0.67035 -4.30063 0.2 0.0 0.0
C 0.37622 -0.05818 -5.06877 0.0 0.0 0.0
C 1.53342 0.39249 -4.45103 0.0 0.0 0.0
C 1.67549 0.23153 -3.08722 0.0 0.0 0.0
N 0.73416 -0.36331 -2.34135 -0.1 0.0 0.0
C -0.37970 -0.80352 -2.94523 0.0 -0.1 0.0
H 0.23937 0.07399 -6.13398 0.0 0.0 0.0
H 2.31325 0.87950 -5.01880 0.0 0.0 0.0
H 2.54827 0.60484 -2.56907 0.0 0.0 0.0
H -1.13238 -1.26981 -2.31691 0.0 0.0 0.0
```
Forces are in eV/Å.

charge: +2
relative energy (zero: lowest compared OMol25 entry of this formula, charge and spin): 0.0 kJ/mol

***

[5]
Molecular formula: C12H25N
Method: DFT, the ωB97M-V functional and the def2-TZVPD basis

Structure (XYZ):
```
38
Properties=species:S:1:pos:R:3:forces:R:3
C -2.52241 -1.36304 1.01390 1.5 -0.3 -0.6
C -1.95822 -0.91671 2.41088 -4.4 1.5 -0.2
C -0.66720 -0.24940 2.39808 2.9 0.3 -0.1
C -0.04541 -0.04813 3.82838 -2.2 2.1 -1.1
C -0.69931 1.04903 1.51294 1.1 -1.1 0.6
C 0.26978 1.05116 0.30539 -0.3 0.0 2.2
C -0.20633 2.22051 -0.55912 -0.2 -2.3 -1.1
C 0.73833 2.47272 -1.67637 1.9 2.9 2.7
C 2.23733 2.57199 -1.24432 -4.0 -2.0 3.1
N 2.57760 1.34631 -0.51946 1.0 -1.4 -0.1
C 2.75114 0.07932 -1.35526 1.2 3.2 -0.2
C 3.97662 -0.63213 -0.77784 -0.7 -1.2 -1.6
C 1.81589 0.99021 0.70899 -1.4 0.7 -0.5
H -3.57994 -1.14192 0.93781 -0.2 -0.3 0.0
H -2.03402 -0.80871 0.17212 -0.3 -0.2 0.7
H -2.30350 -2.44267 0.74954 -0.4 1.1 0.6
H -2.02463 -1.72058 3.09623 0.2 -1.0 0.7
H -2.76691 -0.16402 2.83879 1.4 -1.2 -0.7
H -0.00968 -1.02382 1.97661 0.3 0.4 -0.7
H -0.91152 0.17356 4.44555 -0.1 0.2 0.5
H 0.61958 0.80873 3.92268 0.1 0.0 -0.3
H 0.41585 -0.86941 4.25862 0.9 -1.9 0.4
H -0.49321 1.91386 2.15658 -0.1 0.0 -0.1
H -1.67761 1.17862 1.07192 -0.5 0.0 0.2
H 0.07230 0.14654 -0.20990 -0.2 -1.0 -0.8
H -0.41668 3.05020 0.06498 0.0 1.2 0.4
H -1.16195 1.95603 -1.13294 0.8 0.1 1.4
H 0.78797 1.70033 -2.31655 -0.5 -2.8 -2.5
H 0.31480 3.32248 -2.12005 0.1 1.5 -1.4
H 2.80728 2.77133 -2.02930 2.7 -0.2 -3.9
H 2.53320 3.37556 -0.64844 -0.3 1.6 1.7
H 2.98640 0.38930 -2.39757 0.1 0.2 0.6
H 1.82738 -0.42335 -1.51867 -0.7 -1.1 0.6
H 3.64571 -1.45774 -0.11899 0.7 -0.1 -0.7
H 4.47401 0.06830 -0.15594 0.6 0.7 0.4
H 4.64021 -0.85870 -1.68419 -0.7 -0.5 1.7
H 1.93606 1.63341 1.63658 0.4 -0.1 -1.3
H 2.15982 -0.04041 1.06709 -0.7 1.3 -0.7
```
Forces are in eV/Å.

charge: 0
relative energy (zero: lowest compared OMol25 entry of this formula, charge and spin): 242.6 kJ/mol